Density functional theory data (wB97M-V/def2-TZVPD) for C2H8F6O10S2Zn as an isolated structure in a non-equilibrium geometry.

Last column: natural (NBO) charge in e.
Cartesian coordinates (Å):
Zn -0.00908 0.20454 -0.78678  1.253
C -1.53865 4.98347 2.53072  0.737
F -2.04996 6.09416 3.01311  -0.311
F -0.31435 4.68879 2.94613  -0.327
F -2.29715 4.06430 2.95577  -0.312
S -1.58108 5.02320 0.58195  2.253
O -0.67276 6.10817 0.27202  -0.911
O -1.21912 3.63353 0.19869  -0.936
O -3.00503 5.27178 0.29240  -0.879
C 1.80150 -6.00987 0.40645  0.758
F 1.47628 -7.31709 0.27785  -0.318
F 1.21411 -5.47101 1.49197  -0.320
F 3.11969 -5.93246 0.43893  -0.313
S 1.15715 -5.04465 -1.23658  2.251
O -0.22208 -5.53108 -1.32057  -0.896
O 1.22312 -3.60587 -0.96039  -0.908
O 2.03717 -5.44146 -2.31647  -0.875
O 1.16469 1.27305 -3.64916  -0.964
H 1.89833 0.81075 -4.05450  0.486
H 1.16572 2.13555 -4.06427  0.490
O -2.91112 -0.32941 -1.89650  -0.968
H -3.62419 -0.96774 -1.91385  0.495
H -3.28166 0.45537 -2.30029  0.487
O 2.83777 0.72384 0.39428  -0.969
H 3.52334 0.10024 0.63373  0.492
H 3.25486 1.58163 0.47465  0.491
O -0.93410 -0.45721 2.15951  -0.965
H -1.73962 -0.86360 2.47922  0.490
H -0.47378 -0.18093 2.95198  0.489

Properties
gap between HOMO and LUMO	0.0914	Eh
E_HOMO	-9.30	eV
electronic energy	-4008.03577	a.u.
energy relative to the best compared isomer or geometry (same formula, charge and spin)	243.9	kcal/mol

---

Density functional theory data (wB97M-V/def2-TZVPD) for a 2-piece molecular cluster, C4H7NO overall.

Last column: natural (NBO) charge in e.
Cartesian coordinates (Å):
O 1.63787 -0.04142 0.97384  -0.683
C 1.58283 0.00601 -0.38680  0.113
C 0.85197 -0.85427 -1.08856  -0.510
C -2.02810 -0.43529 0.89754  -0.664
C -1.55650 0.68260 0.40389  0.440
N -1.15003 1.75511 -0.03551  -0.647
H 2.14799 0.70616 1.30303  0.483
H 2.16977 0.79160 -0.86434  0.170
H -0.32928 1.62133 -0.63241  0.377
H 0.27101 -1.62069 -0.58647  0.218
H 0.81530 -0.79291 -2.16943  0.212
H -1.65110 -0.80964 1.84161  0.247
H -2.76174 -1.00857 0.34361  0.243

Properties
gap between HOMO and LUMO	0.3581	Eh
E_HOMO	-9.03	eV
electronic energy	-286.52382	a.u.
SMILES	C=C=N.C=CO
energy relative to the best compared isomer or geometry (same formula, charge and spin)	67.7	kcal/mol

---

Density functional theory data (wB97M-V/def2-TZVPD) for C14H11AsF6O4Se2TaTe2 as an isolated structure.

Last column: Mulliken spin population.
Cartesian coordinates (Å):
Ta -1.76327 -0.81876 -0.37550  -0.010
C -2.71858 -2.52871 1.41710  0.004
C -3.11397 -2.96775 0.13837  0.001
C -2.15575 -3.46207 -0.74633  0.000
C -0.80240 -3.48484 -0.37557  0.000
C -0.42566 -3.09708 0.90951  0.000
C -1.38029 -2.61962 1.80849  -0.002
H -3.46241 -2.17104 2.11636  0.003
H -4.15646 -2.93229 -0.15344  -0.002
H -2.44846 -3.78872 -1.73363  0.000
H -0.06065 -3.82859 -1.08416  0.000
H 0.61741 -3.12713 1.19754  0.000
H -1.08163 -2.27583 2.78888  -0.001
Se -3.71377 0.45744 0.65224  -0.016
Te -2.64570 2.08903 2.91623  0.373
Te -1.32892 3.52165 1.36628  0.616
Se -2.51514 1.51937 -0.96495  -0.005
F -2.58163 -1.31161 -2.27553  0.000
As -1.23713 -1.08247 -3.66629  0.000
F -0.78108 -2.66083 -3.21233  0.000
F -0.40327 -0.59739 -1.99303  -0.003
F 0.17082 -0.78933 -4.51094  0.000
F -1.75959 0.52662 -3.69103  0.000
F -2.32054 -1.60519 -4.82117  0.000
O -0.02261 -0.13341 2.85397  0.001
C 0.35874 0.26509 1.79856  0.084
O -0.38326 -0.24716 0.66230  -0.030
C 1.40461 1.19196 1.44713  -0.033
C 2.14817 1.71510 2.51211  0.005
C 3.17891 2.61888 2.29681  -0.005
C 3.42771 2.96820 0.98605  0.004
O 4.36417 3.80001 0.52707  0.002
C 4.21304 3.86553 -0.90286  0.000
O 3.15691 2.95749 -1.24609  -0.001
C 2.68634 2.45121 -0.08356  0.004
C 1.66938 1.56480 0.10588  0.023
H 1.91123 1.39754 3.51854  0.000
H 3.76576 3.02397 3.10823  0.000
H 5.13969 3.54836 -1.37552  0.000
H 3.93378 4.87966 -1.18415  0.000
H 1.11551 1.16791 -0.73156  -0.013

Properties
⟨S²⟩	0.76
multiplicity	2
gap between HOMO and LUMO (alpha / beta)	0.1947 / 0.1989	Eh
E_HOMO (alpha / beta)	-13.74 / -13.77	eV
total charge	+2
electronic energy	-9071.55658	a.u.
energy relative to the best compared isomer or geometry (same formula, charge and spin)	0.0	kcal/mol

---

Density functional theory data (wB97M-V/def2-TZVPD) for one molecule with the formula C21H22N2O4 in a non-equilibrium geometry.

Last column: natural (NBO) charge in e.
Cartesian coordinates (Å):
C -2.89149 -6.54394 -0.56678  -0.614
H -3.07193 -7.59144 -0.80573  0.201
H -2.54011 -6.47163 0.46003  0.226
H -3.82543 -5.99560 -0.65741  0.218
C -1.83472 -5.95844 -1.51756  0.188
C -1.64709 -4.54640 -1.20349  0.013
C -1.46896 -3.38856 -0.93134  -0.008
C -1.28687 -2.02162 -0.61624  -0.115
C -2.18994 -1.06574 -1.08302  -0.179
C -2.00782 0.26732 -0.77322  -0.189
C -0.92333 0.66374 0.00256  -0.146
C -0.02630 -0.28724 0.47841  -0.152
C -0.20415 -1.62110 0.16711  -0.174
H 0.49178 -2.36263 0.52882  0.226
H 0.81200 0.01626 1.08788  0.235
C -0.76279 2.10051 0.38338  0.682
O -1.21086 2.55293 1.41906  -0.617
N -0.13121 2.88526 -0.53471  -0.431
C 0.67715 2.35677 -1.60698  -0.236
H 0.63582 3.06988 -2.43619  0.198
C 2.13294 2.18525 -1.10775  -0.245
N 2.31596 2.98735 0.08426  -0.415
C 2.63420 2.37446 1.25259  0.646
O 2.98271 1.21109 1.30069  -0.602
C 2.52364 3.21028 2.48285  0.160
C 1.41573 3.57622 3.19621  -0.290
C 1.90014 4.23834 4.35004  -0.315
C 3.25659 4.21968 4.25170  0.093
O 3.64421 3.59368 3.12949  -0.381
H 4.02911 4.60554 4.88675  0.205
H 1.31399 4.66303 5.13856  0.231
H 0.39373 3.37699 2.94316  0.258
C 1.77722 4.31990 -0.03172  -0.236
H 2.06065 4.91169 0.83790  0.239
C 0.23704 4.23556 -0.16415  -0.243
H -0.12564 4.93504 -0.92379  0.198
H -0.25499 4.45237 0.78525  0.249
H 2.21424 4.77790 -0.92519  0.196
H 2.33860 1.14945 -0.83078  0.252
H 2.84614 2.49589 -1.87807  0.199
H 0.27168 1.40406 -1.94636  0.239
H -2.70850 1.00896 -1.12921  0.219
H -3.03118 -1.37713 -1.68473  0.221
C -2.29185 -6.09495 -2.97896  -0.614
H -2.46874 -7.14235 -3.22053  0.202
H -1.52162 -5.70616 -3.64136  0.224
H -3.20994 -5.53617 -3.14039  0.217
O -0.58045 -6.59705 -1.32519  -0.700
H -0.68934 -7.53725 -1.50586  0.465

Properties
gap between HOMO and LUMO	0.3433	Eh
E_HOMO	-8.64	eV
electronic energy	-1223.84651	a.u.
SMILES	CC(C)(O)C#Cc1ccc(C(=O)N2CCN(C(=O)c3ccco3)CC2)cc1
energy relative to the best compared isomer or geometry (same formula, charge and spin)	89.0	kcal/mol